# 1
{
  "formula": "C14H25NO6",
  "method": "the ωB97M-V functional and the def2-TZVPD basis",
  "homo_lumo_gap_ev": 9.09,
  "homo_ha": -0.3062,
  "multiplicity": 1,
  "energy_ha": -1053.972754,
  "charge": 0,
  "relative_energy_kcal_mol": 435.8,
  "symbols": ["C", "C", "H", "H", "O", "C", "O", "C", "H", "C", "C", "O", "N", "C", "H", "H", "C", "H", "H", "O", "C", "H", "C", "H", "O", "C", "C", "O", "C", "C", "H", "H", "H", "H", "H", "H", "H", "H", "H", "H", "H", "H", "H", "H", "H", "H"],
  "coordinates": [[4.0029, 3.6432, -4.7273], [4.4661, 2.3694, -4.0163], [5.5874, 2.3689, -3.9173], [4.2670, 1.5065, -4.6382], [3.8749, 2.4138, -2.8794], [2.9030, 1.8268, -2.6051], [2.3383, 1.4073, -3.4306], [2.4254, 1.6994, -1.2808], [3.3371, 1.5946, -0.6394], [1.3302, 0.7237, -0.8563], [0.7473, 0.9571, 0.3448], [0.8041, 2.1076, 0.7634], [-0.4710, 0.2874, 0.7518], [-1.0229, 0.4552, 2.0463], [-0.5327, 1.1749, 2.5053], [-1.1992, -0.2882, 2.6205], [-2.4631, 1.3964, 1.7079], [-2.7107, 1.8778, 2.5731], [-2.2045, 1.8380, 0.8708], [-3.2910, 0.4506, 1.1847], [-4.1948, -0.2871, 1.9337], [-5.0209, -0.0160, 1.8948], [-3.9047, -1.8706, 1.9137], [-3.8831, -2.0042, 0.9053], [-2.7842, -2.3831, 2.2253], [-2.3164, -3.4696, 2.0381], [-0.9372, -3.4088, 2.5100], [0.0681, -2.6417, 2.2011], [0.3840, -2.1276, 0.8885], [-0.5756, -1.0657, 0.3083], [-0.3523, -1.1874, -0.8802], [-1.6811, -1.3172, 0.2666], [0.1917, -3.1860, 0.2855], [1.2796, -1.8134, 0.7858], [-0.8474, -3.5306, 3.5782], [-0.3155, -4.6750, 2.1550], [-2.4003, -3.5495, 0.7751], [-2.7299, -4.1661, 2.6154], [-4.7736, -2.3480, 2.3872], [-3.7338, -0.0307, 3.0693], [1.8215, -0.1997, -0.5712], [0.9599, 0.7417, -1.6205], [2.1108, 2.8289, -0.9921], [4.4130, 3.8774, -5.8157], [4.2601, 4.5192, -4.3801], [2.7735, 3.5007, -4.8551]],
  "forces_ev_per_angstrom": [[-3.4910, -4.0949, -5.9160], [4.0186, 1.7730, -6.1635], [-0.9094, 0.1477, 0.3711], [-0.5226, -0.2920, 0.1030], [10.4090, 6.7826, 6.1125], [-2.3066, -0.7679, 9.5760], [-11.3848, -8.5018, -13.5487], [1.6283, 4.1392, 6.5052], [-0.6857, 0.0824, -0.0994], [12.2839, -2.1403, 9.3104], [-7.5167, 5.5103, 3.7879], [1.2113, 0.1313, 1.8882], [3.2703, -2.6733, -1.1126], [-3.2130, 6.7165, -5.3409], [3.0246, 3.0597, 2.4967], [-1.2029, -5.4940, 3.2870], [3.1771, -6.3926, 2.1727], [-1.3116, 1.6100, 2.0105], [1.6636, 3.5759, -3.2752], [-2.8944, -1.2961, -2.5094], [17.7931, -4.7859, 6.8169], [-13.7958, 3.8825, -1.1222], [-5.8553, 3.0140, -1.3835], [-1.5042, -0.9197, -3.9444], [0.4839, 12.0559, 6.8072], [4.8573, -5.2487, -7.7376], [3.5249, -7.5894, -0.0826], [2.9799, 5.5559, -0.6669], [-9.4307, -5.9951, -0.4516], [-1.1010, -1.9827, -3.9822], [-0.2734, 0.7519, 2.5514], [1.4245, -0.1130, 0.6301], [0.8624, 2.7052, 0.4607], [6.4531, 1.7668, 0.1607], [-0.6355, 0.1087, 0.5157], [-2.3183, 2.3261, 0.7478], [0.3580, -1.4020, 2.4805], [-2.1041, -4.1407, 1.5847], [-0.1399, -0.0877, -0.0590], [-1.9463, -0.5846, -1.9450], [0.5575, -1.0556, -1.5183], [-9.3299, -1.2677, -14.3548], [0.4139, -2.4968, -0.4407], [-0.7980, -1.4724, 1.7001], [0.9784, 4.3108, 3.2225], [3.2973, 0.7886, 0.3554]]
}

---

# 2
{
  "formula": "C6H11N2O",
  "method": "the ωB97M-V functional and the def2-TZVPD basis",
  "homo_lumo_gap_ev": [6.35, 7.28],
  "homo_ha": [-0.3538, -0.5029],
  "multiplicity": 3,
  "energy_ha": -419.534725,
  "charge": 1,
  "relative_energy_kcal_mol": 38.8,
  "symbols": ["C", "C", "C", "C", "C", "C", "N", "N", "O", "H", "H", "H", "H", "H", "H", "H", "H", "H", "H", "H"],
  "coordinates": [[-1.9623, -0.5738, 0.1088], [-1.9921, 0.8962, 0.1575], [-0.9724, -1.3604, -0.2349], [-0.8037, 1.5375, 0.1335], [0.3115, -0.7391, -0.4357], [0.5151, 0.6809, 0.1458], [1.4890, 1.2197, -0.7933], [1.3574, -1.6100, 0.1251], [0.8945, 0.8352, 1.5337], [-2.9110, -1.0660, 0.3339], [-2.9077, 1.3329, 0.1723], [-0.9712, -2.4803, -0.2115], [-0.6031, 2.5651, 0.0997], [0.3264, -0.7331, -1.5666], [1.0768, 1.3896, -1.7619], [1.8347, 2.1311, -0.6112], [1.1824, -2.4978, -0.2101], [1.2681, -1.7083, 1.1550], [2.4155, -1.3739, -0.1123], [0.4520, 1.5546, 1.9725]],
  "forces_ev_per_angstrom": [[-6.1641, 5.5064, 1.4679], [-1.2901, -7.6847, -0.1529], [3.3227, -3.5165, 0.6889], [5.3768, -0.3057, -0.9567], [0.2273, 0.7873, -0.6261], [-2.5764, 3.5945, -0.5779], [0.1269, -0.0636, -1.7132], [3.5834, 1.5232, 0.8274], [1.7548, -2.6354, -1.4602], [0.0266, 0.3480, -0.3014], [-2.4751, 1.3211, 0.4058], [-0.5403, 1.1163, -0.1484], [-0.0883, 1.3569, -0.0988], [1.2998, 0.4310, 1.0491], [0.3697, -0.9140, 1.6782], [0.4142, 0.8959, 1.0912], [-0.1739, -2.7292, -1.0820], [0.0475, 0.5917, -0.4097], [-2.6738, -0.0952, 0.4845], [-0.5679, 0.4719, -0.1659]]
}